DFT (ωB97M-V/def2-TZVPD) results for a structure of composition CHCdF3MgNO3S2 at a distorted geometry.

```
13
Properties=species:S:1:pos:R:3:forces:R:3:nbo_charge:R:1
Mg -0.041320 2.786985 -0.754578 -0.2716 -1.2491 0.8756 1.590
N -1.668565 0.233546 -1.373428 -0.9263 1.8021 1.7777 -1.016
S -0.149784 0.088585 -1.903061 -0.6586 -0.1128 0.6228 1.345
O 0.749322 1.035568 -1.064031 0.1707 0.4450 -0.5725 -1.156
S -2.168818 1.392263 -0.183798 1.4998 -0.2799 1.2808 0.546
O -1.892614 1.550339 1.647384 -0.1401 -0.8604 -4.1759 -0.401
C 0.163344 -1.598028 -1.166409 -0.1346 -0.8524 0.7481 0.793
F -0.723921 -2.444761 -1.665821 -0.0001 0.3760 -0.4451 -0.285
F -0.014328 -1.566712 0.143453 0.2585 0.3462 0.1693 -0.292
F 1.376482 -2.029928 -1.452476 0.3418 0.2648 -0.0879 -0.292
Cd 2.364080 1.286954 2.251647 1.6334 1.5678 -0.8991 0.959
O 0.984424 0.111684 2.775084 -1.9629 -1.3763 0.7447 -1.272
H 1.021695 -0.846491 2.746030 0.1900 -0.0712 -0.0386 0.482
```
Forces are in eV/Å.

The largest force on an atom is 4.3 eV/A. As for the charge: +1. For the HOMO-LUMO gap (alpha / beta), the calculation gives 4.55 / 6.47 eV. Its total energy is -1782.50365 Eh. Its energy above the lowest of the compared OMol25 structures with the same formula, charge and spin is 262.8 kJ/mol.